[1]
{"formula": "C32H90N6O10", "method": "ωB97M-V/def2-TZVPD", "species": ["C", "C", "O", "H", "H", "H", "H", "H", "H", "C", "C", "O", "H", "H", "H", "H", "H", "H", "C", "C", "O", "H", "H", "H", "H", "H", "H", "C", "C", "O", "H", "H", "H", "H", "H", "H", "C", "C", "C", "O", "C", "N", "H", "H", "H", "H", "H", "H", "H", "H", "H", "H", "H", "C", "C", "C", "O", "C", "N", "H", "H", "H", "H", "H", "H", "H", "H", "H", "H", "H", "C", "C", "C", "O", "C", "N", "H", "H", "H", "H", "H", "H", "H", "H", "H", "H", "H", "C", "C", "C", "O", "C", "N", "H", "H", "H", "H", "H", "H", "H", "H", "H", "H", "H", "C", "C", "C", "O", "C", "N", "H", "H", "H", "H", "H", "H", "H", "H", "H", "H", "H", "C", "C", "C", "O", "C", "N", "H", "H", "H", "H", "H", "H", "H", "H", "H", "H", "H"], "coordinates": [[0.039, -1.166, 0.931], [-0.539, 0.094, 1.549], [0.009, 1.333, 1.027], [-0.212, -1.236, -0.128], [-0.393, -2.039, 1.421], [1.125, -1.181, 1.011], [-0.333, 0.044, 2.618], [-1.629, 0.073, 1.538], [0.938, 1.094, 0.997], [3.138, -1.088, 2.910], [3.503, 0.440, 3.109], [2.544, 1.174, 2.417], [2.084, -1.333, 3.039], [3.606, -1.592, 3.755], [3.560, -1.372, 1.946], [4.423, 0.712, 2.592], [3.563, 0.858, 4.114], [1.981, 1.602, 3.066], [-0.965, -0.969, 6.939], [-1.540, 0.033, 6.010], [-2.702, -0.561, 5.433], [0.109, -0.824, 7.055], [-1.058, -1.996, 6.585], [-1.424, -0.767, 7.906], [-0.914, 0.139, 5.124], [-1.692, 1.013, 6.461], [-3.378, -0.594, 6.114], [-2.906, -4.368, 1.584], [-3.416, -3.189, 2.563], [-2.262, -2.845, 3.301], [-2.542, -5.228, 2.145], [-2.136, -4.063, 0.876], [-3.763, -4.716, 1.007], [-4.139, -3.627, 3.251], [-3.855, -2.355, 2.015], [-2.520, -2.190, 3.954], [-2.829, -1.868, -1.531], [-4.346, -1.552, -1.736], [-4.688, -0.146, -1.298], [-4.779, -0.126, 0.196], [-4.699, 1.236, 0.666], [-4.844, -1.950, -3.046], [-2.166, -1.255, -2.141], [-2.606, -2.861, -1.921], [-2.617, -1.727, -0.471], [-4.939, -2.152, -1.047], [-5.557, 0.213, -1.848], [-3.844, 0.492, -1.558], [-5.414, 1.842, 0.109], [-3.672, 1.598, 0.626], [-4.984, 1.365, 1.710], [-5.795, -1.614, -3.101], [-4.275, -1.494, -3.745], [-0.929, 6.114, 3.277], [-1.068, 4.898, 2.374], [-1.364, 5.182, 0.798], [-2.646, 5.817, 0.531], [-3.863, 5.086, 0.658], [0.218, 4.106, 2.516], [-0.054, 6.718, 3.036], [-0.961, 5.964, 4.357], [-1.766, 6.812, 3.284], [-1.910, 4.360, 2.808], [-1.301, 4.282, 0.187], [-0.559, 5.764, 0.351], [-4.652, 5.750, 0.305], [-3.967, 4.669, 1.660], [-3.733, 4.132, 0.148], [0.196, 3.332, 1.867], [0.372, 3.762, 3.453], [2.365, -3.798, -2.726], [1.644, -2.563, -2.099], [2.633, -1.437, -1.899], [2.070, -0.248, -1.362], [3.060, 0.570, -0.701], [0.631, -2.219, -3.124], [3.318, -3.967, -2.225], [2.568, -3.635, -3.784], [1.778, -4.712, -2.630], [1.231, -2.859, -1.134], [3.143, -1.142, -2.816], [3.495, -1.810, -1.347], [2.783, 1.565, -0.352], [4.003, 0.675, -1.237], [3.293, 0.107, 0.258], [0.980, -1.850, -3.997], [0.198, -2.995, -3.604], [-0.765, 1.679, -2.372], [-0.545, 1.501, -3.862], [0.862, 1.747, -4.362], [0.848, 1.576, -5.767], [2.025, 2.199, -6.407], [-0.854, 0.053, -4.138], [-1.676, 1.220, -1.987], [-0.775, 2.731, -2.086], [0.057, 1.185, -1.853], [-1.194, 2.111, -4.491], [1.698, 1.144, -4.007], [1.104, 2.757, -4.030], [2.851, 1.645, -5.962], [2.264, 3.190, -6.023], [1.983, 2.235, -7.496], [-1.769, 0.021, -3.713], [-0.232, -0.422, -3.500], [2.346, 4.498, -0.231], [3.809, 4.613, -0.747], [3.999, 5.893, -1.731], [5.277, 6.420, -1.757], [5.363, 7.709, -2.437], [4.799, 4.761, 0.359], [1.992, 5.439, 0.190], [2.309, 3.639, 0.440], [1.718, 4.274, -1.093], [4.164, 3.702, -1.228], [3.213, 6.577, -1.411], [3.658, 5.631, -2.733], [5.334, 7.450, -3.496], [6.305, 8.175, -2.149], [4.500, 8.315, -2.162], [4.404, 5.349, 1.079], [5.477, 5.357, -0.096], [-1.602, -8.020, -0.907], [-0.127, -8.401, -0.736], [0.761, -7.575, 0.196], [0.539, -6.293, -0.012], [0.823, -5.569, 1.135], [-0.127, -9.825, -0.423], [-2.114, -8.385, -0.017], [-1.841, -8.499, -1.857], [-1.794, -6.952, -1.009], [0.423, -8.374, -1.677], [1.802, -7.790, -0.045], [0.663, -7.966, 1.208], [0.680, -4.575, 0.712], [1.865, -5.727, 1.413], [0.115, -5.754, 1.943], [-0.873, -10.241, -0.963], [0.800, -10.169, -0.630]], "mulliken_charge": [-0.181, 0.124, 0.713, -0.344, 0.451, -0.001, -0.271, 0.199, -0.714, -0.657, -0.711, -0.204, 0.098, 0.438, 0.197, 0.245, 0.518, 0.107, -1.083, 0.209, -0.534, 0.325, 0.275, 0.364, -0.191, 0.364, 0.268, -1.059, -0.134, -0.414, 0.382, 0.063, 0.436, 0.460, 0.139, 0.204, -0.111, 0.212, -0.249, -0.354, -0.698, -0.721, -0.360, 0.435, -0.168, 0.212, 0.379, -0.109, 0.436, 0.034, 0.438, 0.316, 0.269, -1.641, 0.801, -0.061, -0.463, -0.546, -0.422, 0.313, 0.417, 0.391, 0.087, 0.100, 0.116, 0.312, 0.270, 0.144, 0.021, 0.268, -1.772, 1.776, -1.364, 0.248, -0.095, -0.509, 0.417, 0.445, 0.408, -1.012, 0.365, 0.443, -0.482, 0.436, -0.039, 0.321, 0.211, 0.142, 0.714, -0.477, -0.394, -0.785, -0.727, -0.672, 0.483, -0.192, 0.492, 0.039, 0.435, 0.321, 0.285, 0.277, 0.105, 0.065, -0.940, 0.543, -0.750, -0.417, -0.717, -0.818, 0.610, -0.162, 0.247, 0.132, 0.339, 0.408, 0.290, 0.232, 0.328, 0.284, 0.332, -1.442, 0.772, -1.181, -0.134, -0.307, -0.744, 0.373, 0.462, 0.234, 0.235, 0.347, 0.463, -0.329, 0.425, 0.341, 0.231, 0.258], "smiles": "COC[C@H](C)N.COC[C@H](C)N.COC[C@H](C)N.COC[C@H](C)N.COC[C@H](C)N.COC[C@H](C)N.CCO.CCO.CCO.CCO", "de_lowest_kcal_mol": 101.8, "homo_lumo_gap_ev": 9.003, "lumo_energy_ev": 0.3, "e_tot_ev": -64050.802}

[2]
{"formula": "C39H64F2N2O13", "method": "ωB97M-V/def2-TZVPD", "species": ["C", "C", "O", "N", "C", "C", "O", "C", "C", "C", "C", "C", "C", "C", "C", "O", "N", "C", "O", "F", "C", "O", "C", "F", "C", "C", "C", "O", "O", "C", "O", "H", "H", "H", "H", "H", "H", "H", "H", "H", "H", "H", "H", "H", "H", "C", "C", "O", "C", "C", "H", "H", "H", "H", "H", "H", "H", "H", "H", "H", "C", "C", "O", "C", "C", "H", "H", "H", "H", "H", "H", "H", "H", "H", "H", "C", "C", "O", "C", "C", "H", "H", "H", "H", "H", "H", "H", "H", "H", "H", "C", "C", "O", "C", "C", "H", "H", "H", "H", "H", "H", "H", "H", "H", "H", "C", "C", "O", "C", "C", "H", "H", "H", "H", "H", "H", "H", "H", "H", "H"], "coordinates": [[2.190, -3.130, 2.369], [0.989, -2.984, 1.381], [-0.069, -3.465, 1.717], [1.089, -2.254, 0.076], [1.735, -3.167, -0.887], [1.942, -4.686, -0.563], [2.081, -2.701, -1.955], [-0.344, -2.008, -0.270], [-1.198, -2.883, -1.091], [-2.626, -2.534, -1.317], [-3.523, -3.499, -2.183], [-3.151, -1.312, -0.713], [-2.274, -0.420, 0.102], [-0.883, -0.760, 0.323], [0.027, 0.188, 1.183], [0.232, -0.099, 2.337], [0.590, 1.314, 0.501], [1.482, 2.095, 1.331], [2.550, 2.376, 0.895], [1.150, 2.531, 2.587], [-2.928, 0.860, 0.725], [-2.366, 1.924, 0.814], [-4.416, 0.650, 1.186], [-4.930, 1.217, 2.325], [-5.222, -0.160, 0.447], [-6.706, -0.490, 0.807], [-6.753, -2.040, 1.136], [-7.402, -2.809, 0.473], [-6.049, -2.534, 2.235], [-4.650, -0.865, -0.842], [-5.317, -1.003, -1.835], [3.132, -2.624, 2.043], [2.318, -4.236, 2.550], [1.863, -2.683, 3.353], [2.651, -4.816, 0.301], [2.429, -5.158, -1.461], [0.980, -5.207, -0.325], [-0.792, -3.828, -1.516], [-4.026, -4.271, -1.540], [-2.824, -3.960, -2.937], [-4.272, -2.914, -2.782], [-0.115, 1.883, 0.022], [-7.041, 0.017, 1.754], [-7.400, -0.323, -0.051], [-6.657, -2.994, 2.849], [3.839, 6.796, 3.286], [3.723, 7.517, 1.955], [4.735, 7.165, 1.027], [4.787, 5.800, 0.641], [3.520, 5.310, -0.037], [4.834, 6.937, 3.715], [3.094, 7.172, 3.990], [3.681, 5.720, 3.177], [3.827, 8.591, 2.127], [2.732, 7.369, 1.512], [5.039, 5.171, 1.502], [5.620, 5.714, -0.059], [2.668, 5.321, 0.646], [3.650, 4.287, -0.392], [3.267, 5.950, -0.886], [-0.330, -2.164, -6.211], [-0.212, -3.397, -5.334], [-1.167, -4.402, -5.644], [-1.111, -4.941, -6.956], [0.210, -5.618, -7.280], [-1.347, -1.767, -6.183], [0.361, -1.390, -5.874], [-0.097, -2.388, -7.255], [-0.394, -3.113, -4.295], [0.800, -3.814, -5.366], [-1.348, -4.168, -7.695], [-1.912, -5.680, -7.014], [1.036, -4.904, -7.293], [0.163, -6.092, -8.262], [0.446, -6.378, -6.532], [4.020, 8.565, -3.010], [3.667, 9.115, -4.381], [3.097, 8.151, -5.251], [1.878, 7.562, -4.826], [0.750, 8.563, -4.645], [4.663, 7.687, -3.101], [4.537, 9.322, -2.418], [3.129, 8.261, -2.457], [4.582, 9.461, -4.867], [3.011, 9.988, -4.298], [2.036, 6.978, -3.913], [1.598, 6.850, -5.604], [0.958, 9.263, -3.832], [-0.182, 8.046, -4.408], [0.607, 9.151, -5.554], [5.093, 1.120, 2.344], [4.430, 1.285, 3.700], [5.018, 0.494, 4.722], [6.384, 0.750, 5.007], [6.650, 2.169, 5.481], [5.126, 0.067, 2.056], [4.545, 1.676, 1.584], [6.121, 1.489, 2.350], [3.389, 0.960, 3.624], [4.404, 2.338, 4.001], [7.006, 0.502, 4.141], [6.664, 0.053, 5.799], [6.441, 2.901, 4.699], [7.696, 2.282, 5.773], [6.016, 2.414, 6.336], [-5.509, -6.240, 3.185], [-6.038, -6.390, 4.601], [-7.454, -6.342, 4.686], [-8.161, -7.350, 3.979], [-7.841, -8.759, 4.446], [-5.903, -5.334, 2.721], [-4.418, -6.190, 3.190], [-5.801, -7.083, 2.555], [-5.669, -5.557, 5.204], [-5.658, -7.303, 5.070], [-7.995, -7.245, 2.902], [-9.221, -7.152, 4.149], [-6.803, -9.026, 4.240], [-8.479, -9.483, 3.934], [-7.996, -8.852, 5.523]], "mulliken_charge": [-1.486, 0.837, -0.476, 0.561, 0.620, -1.016, -0.563, -0.211, -0.097, 0.246, -1.491, 0.358, 0.832, -0.111, -0.207, -0.563, -0.076, 0.399, -0.464, -0.241, 0.401, -0.556, 0.431, -0.298, 0.068, -0.827, 0.538, -0.523, -0.449, 0.057, -0.527, 0.296, 0.406, 0.383, 0.295, 0.356, 0.320, 0.415, 0.307, 0.272, 0.359, 0.417, 0.327, 0.282, 0.339, -0.826, -0.319, -0.449, -0.464, -0.545, 0.280, 0.399, 0.058, 0.356, 0.281, 0.289, 0.360, 0.145, 0.368, 0.070, -1.225, 0.145, -0.360, -0.367, -1.024, 0.309, 0.399, 0.304, 0.011, 0.256, 0.314, 0.320, 0.263, 0.388, 0.288, -0.907, -0.456, -0.421, -0.144, -1.040, 0.298, 0.441, 0.191, 0.334, 0.295, 0.148, 0.322, 0.260, 0.388, 0.290, -0.887, -0.119, -0.445, -0.333, -0.933, 0.240, 0.267, 0.343, 0.208, 0.187, 0.296, 0.344, 0.181, 0.389, 0.278, -0.948, -0.379, -0.434, -0.298, -1.028, 0.254, 0.369, 0.276, 0.337, 0.320, 0.280, 0.338, 0.262, 0.386, 0.284], "smiles": "CC(=O)N(C(C)=O)c1cc(C)c2c(c1C(=O)NC(=O)F)C(=O)C(F)=C(CC(=O)O)C2=O.CCOCC.CCOCC.CCOCC.CCOCC.CCOCC", "homo_lumo_gap_ev": 8.162, "lumo_energy_ev": -1.4, "e_tot_ev": -76508.550}

[3]
{"formula": "C28H30N3PbSb2Se3Te", "method": "ωB97M-V/def2-TZVPD", "species": ["Pb", "Se", "Se", "Te", "Se", "N", "C", "C", "C", "C", "C", "C", "C", "C", "C", "C", "C", "C", "N", "C", "C", "C", "C", "N", "H", "H", "H", "H", "H", "H", "H", "H", "H", "H", "C", "Sb", "C", "C", "C", "C", "C", "C", "C", "C", "C", "Sb", "C", "C", "H", "H", "H", "H", "H", "H", "H", "H", "H", "H", "H", "H", "H", "H", "H", "H", "H", "H", "H", "H"], "coordinates": [[0.279, -0.644, 2.415], [0.836, -1.642, 5.364], [2.193, -3.031, 4.250], [3.668, -1.238, 3.331], [4.186, -2.288, 1.250], [-3.785, 8.343, -1.337], [-3.355, 7.379, -0.883], [-2.815, 6.169, -0.312], [-3.095, 5.843, 1.012], [-2.580, 4.677, 1.555], [-1.790, 3.838, 0.779], [-1.511, 4.168, -0.543], [-2.021, 5.332, -1.091], [-1.253, 2.566, 1.353], [-2.032, 1.424, 1.143], [-3.289, 1.375, 0.491], [-3.721, 0.065, 0.527], [-2.721, -0.654, 1.203], [-1.716, 0.141, 1.580], [-0.051, 2.659, 2.058], [0.635, 3.860, 2.372], [1.689, 3.531, 3.199], [1.632, 2.137, 3.363], [0.612, 1.603, 2.690], [-3.715, 6.499, 1.608], [-2.799, 4.414, 2.583], [-0.894, 3.510, -1.145], [-1.811, 5.596, -2.119], [-3.803, 2.222, 0.060], [-4.644, -0.339, 0.141], [-2.711, -1.713, 1.433], [0.351, 4.846, 2.038], [2.408, 4.196, 3.651], [2.291, 1.514, 3.959], [1.965, -5.784, 1.565], [1.868, -3.792, 0.824], [-0.261, -3.671, 0.596], [2.461, -4.180, -1.221], [1.448, -3.787, -2.247], [0.584, -4.760, -2.753], [-0.364, -4.460, -3.716], [-0.442, -3.170, -4.217], [0.413, -2.197, -3.728], [1.347, -2.471, -2.727], [2.196, -1.343, -2.222], [1.281, -0.172, -0.639], [2.523, 1.546, -0.804], [-0.395, 0.434, -1.804], [1.327, -6.406, 0.937], [1.615, -5.813, 2.595], [2.991, -6.149, 1.521], [-0.580, -4.415, -0.134], [-0.584, -2.685, 0.252], [-0.700, -3.889, 1.571], [2.666, -5.251, -1.252], [3.407, -3.650, -1.349], [0.676, -5.779, -2.390], [-1.019, -5.236, -4.094], [-1.154, -2.925, -4.994], [0.368, -1.195, -4.143], [2.331, -0.597, -3.007], [3.184, -1.644, -1.872], [2.456, 1.947, -1.815], [3.553, 1.254, -0.594], [2.213, 2.301, -0.081], [-0.050, 1.045, -2.640], [-1.104, 0.995, -1.201], [-0.888, -0.458, -2.190]], "mulliken_charge": [0.674, -0.387, -0.188, 0.200, -0.186, -0.488, -0.201, 0.614, -0.818, -0.142, -1.024, 0.088, -0.818, 1.045, -0.141, 0.023, -1.400, -0.301, -0.030, 0.096, -0.367, -1.231, -0.152, 0.012, 0.474, 0.524, 0.438, 0.472, 0.560, 0.495, 0.541, 0.580, 0.473, 0.365, -1.230, 0.823, -1.301, -1.610, 0.922, -0.604, -0.723, -0.698, -0.611, 0.715, -1.494, 0.612, -1.246, -0.777, 0.410, 0.407, 0.391, 0.606, 0.177, 0.489, 0.638, 0.513, 0.417, 0.418, 0.431, 0.447, 0.679, 0.585, 0.436, 0.415, 0.286, 0.449, -0.158, 0.385], "de_lowest_kcal_mol": 2.4, "charge": 1, "homo_lumo_gap_ev": [5.009, 5.036], "lumo_energy_ev": [-5.1, -5.1], "e_tot_ev": -255641.394}

[4]
{"formula": "C9H12F3N3OS", "method": "ωB97M-V/def2-TZVPD", "species": ["C", "H", "H", "H", "C", "C", "H", "H", "H", "C", "H", "H", "H", "C", "C", "O", "N", "C", "N", "N", "C", "S", "C", "F", "F", "F", "H", "H", "H"], "coordinates": [[0.817, 1.058, -1.932], [1.352, 0.665, -1.160], [0.558, 1.996, -1.835], [1.685, 1.188, -2.721], [-0.100, 0.365, -2.420], [-0.840, 0.827, -3.621], [-1.284, 1.876, -3.418], [0.098, 0.737, -4.471], [-1.531, 0.140, -4.020], [0.276, -1.194, -2.678], [0.605, -1.918, -1.689], [-0.379, -1.963, -3.011], [1.215, -1.033, -3.346], [-1.418, 0.052, -1.382], [-0.775, -0.260, -0.009], [-0.835, -1.420, 0.448], [-0.705, 0.908, 0.873], [-0.238, 0.545, 2.183], [0.169, 1.349, 2.855], [0.458, 0.897, 4.170], [0.729, -0.322, 4.190], [-0.005, -1.249, 2.814], [1.061, -1.213, 5.344], [2.036, -1.911, 5.142], [0.425, -2.102, 5.726], [1.431, -0.322, 6.286], [-0.769, 1.900, 0.629], [-1.812, 0.973, -1.361], [-2.224, -0.570, -1.587]], "mulliken_charge": [-2.346, 0.529, 0.551, 0.421, 1.854, -1.390, 0.360, 0.295, 0.416, -1.259, 0.203, 0.399, 0.351, -1.626, 0.721, -0.629, -0.126, 0.023, -0.164, -0.415, 0.299, -0.062, 0.931, -0.287, -0.215, -0.290, 0.290, 0.620, 0.545], "smiles": "CC(C)(C)CC(=O)Nc1nnc(C(F)(F)F)s1", "de_lowest_kcal_mol": 0.0, "homo_lumo_gap_ev": 9.864, "lumo_energy_ev": 0.3, "e_tot_ev": -35023.565}